The following is a DFT calculation (the ωB97M-V functional and the def2-TZVPD basis) of a 12-piece molecular cluster, C15H54N8O12 overall in a non-equilibrium geometry.

XYZ file:
```
89
Properties=species:S:1:pos:R:3:forces:R:3
C -1.2988 1.8317 3.2286 -0.3 -1.5 -0.2
C -1.4637 3.2327 3.6137 1.4 0.8 -0.3
O -0.3608 4.0535 3.1549 0.6 0.2 0.3
H -0.5233 1.1932 3.6750 0.0 0.6 0.2
H -1.2884 1.7190 2.1853 0.6 0.0 -1.7
H -2.2429 1.3754 3.4098 -0.9 -0.8 0.8
H -1.5107 3.2177 4.6978 0.0 1.0 0.2
H -2.3344 3.6440 3.1516 -1.0 0.1 0.1
H -0.5049 4.4634 2.2850 -0.5 -0.5 0.7
C 1.0888 -4.1356 -2.1011 -0.5 2.1 0.7
C -0.1559 -3.1937 -2.1571 0.4 -2.3 1.1
O -1.2424 -3.9072 -2.7226 2.8 -2.3 -0.5
H 1.5073 -4.3217 -3.0501 0.1 -0.3 -1.5
H 0.9009 -5.0876 -1.6195 -0.1 0.1 0.4
H 1.8606 -3.5135 -1.6086 -0.2 -0.7 0.3
H 0.0749 -2.2434 -2.5973 0.0 0.5 -0.7
H -0.4895 -3.0273 -1.1412 0.4 0.5 0.6
H -1.9299 -3.3424 -2.8910 -2.4 2.0 -0.6
C 3.2521 -0.8219 -2.6185 1.3 0.7 0.6
C 2.3748 0.0167 -1.7271 1.0 -1.1 -0.7
O 2.7467 -0.1392 -0.3527 -1.0 1.5 -0.7
H 4.2277 -0.3512 -2.6324 0.4 0.3 -0.2
H 2.9221 -0.8678 -3.6312 -0.5 -0.1 -0.7
H 3.4994 -1.7923 -2.2589 -0.5 -1.1 0.4
H 1.3665 -0.2303 -1.9156 -1.4 -0.4 0.3
H 2.4913 1.0061 -2.1122 0.1 1.2 0.3
H 2.1027 0.4710 0.0969 1.0 -0.8 -0.2
C -0.1428 0.7986 -0.0170 -4.9 -1.0 -6.8
O -0.7536 1.0851 -1.2550 3.0 -1.0 5.4
N 0.7553 1.5347 0.5254 2.4 2.2 1.1
N -0.4461 -0.3709 0.5254 0.7 -1.4 2.8
H 1.0030 2.4135 -0.0072 -0.5 -1.5 1.3
H 1.1936 1.1999 1.4150 -0.6 0.6 -1.0
H -1.2052 -0.8789 0.0905 -0.8 -0.2 -0.2
H -0.1315 -0.6658 1.5188 -0.8 1.1 -2.4
C 2.6236 -2.9041 1.5237 2.4 -7.4 3.4
O 2.8531 -4.0394 2.2053 -1.0 4.6 -1.9
N 1.4395 -2.6440 1.0802 -3.9 1.1 -1.1
N 3.5810 -2.1086 1.1601 2.6 1.0 0.6
H 0.6907 -3.0995 1.5467 -0.3 -0.8 0.1
H 1.1124 -1.8858 0.4822 0.9 -0.1 0.2
H 4.5424 -2.2725 1.4264 -0.5 -0.3 -0.1
H 3.3237 -1.3692 0.5552 0.3 1.0 -0.8
C -3.0655 -1.6745 -1.9078 2.6 3.0 7.6
O -2.8336 -1.3841 -0.5915 -1.0 -1.5 -4.9
N -2.4944 -0.9384 -2.8196 0.2 1.1 -0.9
N -3.7334 -2.7267 -2.2348 -2.8 -4.0 -1.0
H -2.1157 -0.0448 -2.5300 0.4 0.1 -0.1
H -2.5578 -1.1828 -3.7845 0.0 0.2 -0.4
H -3.7980 -3.5214 -1.5446 -0.2 1.6 -1.2
H -4.1605 -2.8105 -3.1789 0.6 -0.2 1.3
C 1.2831 3.8475 -1.6454 -6.7 0.0 -6.7
O 0.3353 3.6135 -2.6491 5.7 1.0 5.1
N 0.9570 3.9782 -0.3912 -3.1 0.6 2.8
N 2.5305 4.1675 -1.8268 3.6 -0.1 -1.9
H 0.0009 4.1198 -0.0036 1.1 -0.3 -1.1
H 1.7177 4.1552 0.2002 0.6 0.6 1.3
H 2.9129 3.9695 -2.7494 0.0 0.2 0.5
H 3.1862 4.4519 -1.0825 -0.8 -0.3 -0.9
C 2.4018 1.2706 3.4151 4.3 -1.0 1.8
O 2.1243 0.2803 2.4716 -1.8 -0.5 0.1
H 2.3940 1.0508 4.5166 -0.9 -0.3 -1.1
H 2.0127 2.2132 3.2365 -1.8 1.4 -0.7
H 3.4754 1.4309 3.2349 0.2 0.5 0.4
H 2.6018 -0.5352 2.6384 0.3 -0.1 0.0
C 0.4892 -1.9913 4.3034 -0.2 2.4 -2.4
O 1.2096 -1.1490 5.1147 1.1 1.4 1.6
H 1.0985 -2.7443 3.9390 0.9 -2.1 -0.6
H 0.1764 -1.3834 3.3656 -0.2 -1.0 1.3
H -0.3259 -2.3267 4.8685 -1.4 -0.7 0.4
H 2.1568 -1.1423 4.9390 -0.3 -0.4 -0.1
C -0.1970 0.6374 -4.5425 1.4 -0.3 0.2
O -1.0611 1.6049 -4.0433 -0.2 -0.2 -0.7
H -0.8152 -0.0664 -5.0168 -0.8 -1.1 -1.1
H 0.2902 0.0432 -3.7480 0.1 0.4 0.0
H 0.6010 0.9370 -5.2907 -0.9 0.2 0.8
H -0.5883 2.1219 -3.3989 0.5 0.8 0.7
C -3.3247 2.7147 -2.5109 0.5 -0.5 -1.6
O -2.4094 3.1788 -1.5943 -1.3 2.3 1.2
H -4.3403 2.9776 -2.4401 -1.4 0.9 1.3
H -3.2939 1.6447 -2.4463 -0.3 -0.8 -0.6
H -3.0877 3.0791 -3.5122 0.3 -0.4 -0.3
H -1.7128 2.5558 -1.6465 1.6 -1.1 0.4
C -3.8259 -1.0787 2.8007 0.7 -0.2 -1.1
O -4.5945 -1.9396 3.6113 -1.2 0.6 0.3
H -2.8898 -0.9547 3.3360 0.4 0.7 0.0
H -4.3697 -0.0758 2.6932 0.8 -1.6 -0.1
H -3.4972 -1.5617 1.8031 -1.1 1.0 1.2
H -4.3721 -2.8540 3.5051 0.4 -0.5 -0.3
```
Positions in Å, forces in eV/Å.

## Properties
E_LUMO	-0.012	hartree
E_HOMO	-8.88	eV

Atom charges from the Löwdin analysis, given in e for atoms 1 to 5: -0.09, -0.28, -0.10, 0.09, 0.04

=====

The following is a DFT calculation (the ωB97M-V functional and the def2-TZVPD basis) of a 15-piece molecular cluster, C15H60N30O15 overall in a non-equilibrium geometry.

XYZ file:
```
120
Properties=species:S:1:pos:R:3:forces:R:3
C -2.5705 -9.6185 4.2193 1.7 -1.2 2.9
O -3.4336 -9.4376 3.4438 -4.3 1.8 -4.0
N -1.9681 -10.7926 4.2325 1.8 -1.9 0.0
N -2.2107 -8.8457 5.2246 0.7 1.5 0.7
H -2.3982 -11.5191 3.6782 0.6 0.0 0.5
H -1.2589 -10.8900 4.9450 -0.1 -1.1 -0.5
H -1.4985 -9.1798 5.8580 -0.4 0.6 0.1
H -2.6687 -7.9518 5.3304 0.0 0.2 0.4
C 0.1246 -12.5912 1.0554 0.2 2.8 -2.4
O 0.5096 -11.7296 0.2593 -0.1 0.5 0.2
N 0.8072 -13.6142 1.4154 3.3 -3.4 0.6
N -1.0259 -12.5708 1.6702 -4.1 0.1 2.4
H 1.6416 -13.8158 0.8831 0.0 -0.2 0.4
H 0.4575 -14.2416 2.1254 0.6 -0.1 -0.5
H -1.2175 -13.3899 2.2291 -0.3 0.3 -0.1
H -1.8506 -12.0392 1.4305 0.6 0.2 -0.6
C -0.5808 -5.8191 -0.4104 -2.0 0.8 -0.9
O -0.1927 -5.3156 0.6093 2.1 0.1 2.1
N 0.0178 -5.9149 -1.5930 2.6 0.6 -2.1
N -1.8019 -6.2858 -0.5107 -3.0 -1.2 1.2
H 0.9858 -5.6447 -1.6935 -0.3 0.5 0.0
H -0.5520 -5.8934 -2.4266 0.2 0.0 0.1
H -2.3344 -6.4977 -1.3423 0.4 -0.2 0.0
H -2.3618 -6.2339 0.3283 -0.4 0.2 -0.1
C -4.0160 -10.7091 -5.4707 2.8 -2.8 2.8
O -3.4084 -11.7037 -5.2472 1.9 -4.0 0.9
N -4.3802 -10.3166 -6.5773 -3.0 1.8 -9.3
N -4.2328 -9.8114 -4.6160 -1.4 5.9 7.0
H -4.7637 -9.3835 -6.6253 -0.1 -0.7 -1.1
H -4.3958 -10.9989 -7.3219 -0.1 0.6 -0.2
H -4.7292 -8.9669 -4.8621 0.1 -0.3 0.3
H -3.8926 -9.8102 -3.6650 0.0 -0.4 -0.2
C -0.3567 -9.2920 -2.1663 -1.4 -1.6 -0.3
O -1.4241 -9.1398 -1.5530 0.9 0.2 -0.5
N -0.1122 -10.2593 -3.0424 -0.2 -1.8 -1.8
N 0.7060 -8.5212 -2.0696 1.4 1.7 1.2
H 0.6048 -10.0659 -3.7269 -0.1 -0.2 0.2
H -0.7856 -10.9397 -3.3645 -0.3 0.2 0.5
H 1.6404 -8.8935 -2.1619 -0.3 0.3 -0.1
H 0.4709 -7.6103 -1.7021 0.8 0.1 0.2
C -5.3310 -7.7011 6.1909 -1.5 0.3 2.6
O -4.3512 -7.0037 6.0663 1.2 1.4 -0.1
N -6.2886 -7.4902 7.1295 -0.1 1.6 1.3
N -5.5501 -8.7840 5.5178 0.2 -2.7 -2.7
H -6.1416 -6.6556 7.6790 -0.2 -0.2 0.1
H -7.1753 -7.9602 7.2439 0.4 0.0 -0.4
H -6.1025 -9.5553 5.8644 0.1 0.3 -0.4
H -4.9332 -8.8641 4.7221 -0.2 -0.9 -0.1
C -7.6126 -6.8770 2.1622 0.4 -0.7 1.6
O -6.8988 -7.0297 1.1851 0.5 1.0 -2.6
N -8.3091 -5.8199 2.5236 -0.4 2.7 -1.8
N -7.6225 -7.8241 3.0427 -0.2 -2.5 2.4
H -8.1660 -5.1191 1.8106 -0.6 0.7 0.7
H -8.6706 -5.5976 3.4401 0.2 -0.2 -0.4
H -7.3192 -8.7410 2.7473 -0.2 -0.2 0.5
H -8.0994 -7.6709 3.9198 0.0 -0.6 -0.3
C -10.1607 -11.0674 0.3731 2.1 -3.8 2.8
O -10.6946 -11.9348 1.0549 -0.5 -0.1 1.7
N -10.6748 -10.6384 -0.6862 -3.4 2.2 -4.5
N -8.8781 -10.7289 0.4803 2.8 1.1 0.8
H -11.6082 -11.0045 -0.8080 0.1 0.6 -0.7
H -10.1720 -9.9506 -1.2287 -0.9 0.3 -0.4
H -8.4437 -10.2913 -0.3196 0.1 0.0 0.3
H -8.2680 -11.1232 1.1821 -0.4 0.2 -0.2
C 0.6394 -8.5574 2.4899 -1.6 1.8 -1.4
O 1.3579 -9.2679 3.1692 1.6 -2.0 0.8
N -0.1093 -9.0631 1.4975 -0.5 -2.2 -0.2
N 0.5354 -7.2766 2.5674 0.7 3.1 1.3
H -0.0310 -10.0546 1.3215 -0.1 -1.0 -0.4
H -0.5492 -8.5262 0.7638 0.1 0.5 -0.5
H -0.1519 -6.7191 2.0806 -0.1 0.2 -0.6
H 1.2613 -6.7231 2.9996 -0.1 -0.2 0.3
C -5.2631 -4.8804 -1.9125 -2.6 0.4 0.8
O -5.3143 -3.9823 -2.6831 0.0 3.1 -1.6
N -6.0560 -5.1195 -0.8802 -2.9 2.1 3.2
N -4.5757 -5.9371 -2.0729 5.3 -5.3 -2.4
H -6.6958 -4.3864 -0.6096 0.1 0.0 -0.1
H -5.9544 -5.8427 -0.1826 -0.2 0.2 -0.8
H -4.7526 -6.8080 -1.5930 0.2 0.1 0.1
H -4.1649 -6.0487 -2.9889 0.2 0.1 0.1
C -4.1554 -9.0174 -0.0182 -2.4 0.1 2.2
O -4.3550 -8.5757 -1.0892 -0.3 1.9 -6.0
N -3.0294 -9.2838 0.4913 5.4 -1.0 1.5
N -5.1402 -9.2278 0.8004 -3.8 -0.8 2.4
H -2.9369 -9.4286 1.4866 0.2 0.0 -0.2
H -2.3142 -9.1013 -0.1980 0.9 -0.2 0.4
H -6.0534 -8.9455 0.4739 0.1 0.0 0.5
H -4.9674 -9.2460 1.7954 -0.3 -0.3 -0.1
C -8.1647 -8.1092 -2.2844 -0.3 -0.4 0.7
O -9.3231 -8.2014 -1.9018 -0.4 0.1 1.4
N -7.0424 -7.8390 -1.6539 0.5 0.5 1.9
N -7.8846 -8.4336 -3.5257 -0.7 -0.8 -3.1
H -7.0708 -7.5966 -0.6738 0.3 0.3 -0.2
H -6.2215 -7.8335 -2.2423 0.0 -0.1 1.1
H -7.0696 -8.0343 -3.9691 -0.7 -0.2 -0.5
H -8.8018 -8.5597 -3.9294 0.6 0.0 -1.5
C -7.1939 -11.7241 3.4683 0.4 1.7 -1.1
O -7.2594 -10.6989 2.8205 0.7 1.2 -1.0
N -8.1088 -12.0716 4.2927 -4.4 -0.9 3.4
N -6.2099 -12.5818 3.5098 3.2 -2.0 -0.4
H -8.0455 -12.9360 4.8113 -0.4 0.3 -0.1
H -8.9910 -11.5803 4.3096 0.1 -0.1 -0.1
H -5.4437 -12.5166 2.8550 -0.5 -0.2 0.1
H -6.4540 -13.4516 3.9615 0.8 -0.1 -0.5
C -4.7606 -13.6699 0.3090 -0.2 2.8 -3.9
O -5.1918 -13.9355 -0.7730 -1.6 -1.1 -1.7
N -4.3837 -14.4436 1.2062 1.9 -6.5 6.3
N -4.4285 -12.4262 0.5847 0.3 4.0 -0.4
H -4.6210 -15.4252 1.1888 0.2 0.2 -0.1
H -3.8213 -14.1171 1.9790 -0.3 -0.3 -0.2
H -4.7269 -11.8593 -0.1962 0.3 0.9 0.5
H -4.0616 -12.0428 1.4441 -0.4 0.1 -0.4
C -4.0630 -5.4624 2.6713 -1.2 2.5 3.4
O -3.9786 -4.3947 3.2250 1.5 2.5 0.3
N -4.1587 -5.6695 1.4120 0.8 0.7 -6.8
N -4.2998 -6.5092 3.3517 -0.3 -4.0 2.5
H -3.9824 -4.7778 0.9715 -0.3 0.0 -0.7
H -5.0273 -6.0846 1.1064 0.2 -0.3 0.3
H -4.5866 -7.3188 2.8203 0.2 -0.3 1.0
H -4.2555 -6.3532 4.3486 -0.5 -0.9 0.1
```
Positions in Å, forces in eV/Å.

## Properties
E_LUMO (alpha / beta)	-0.101 / -0.301	hartree
total charge	+1
expectation value of S²	0.78
spin multiplicity	2
E_HOMO (alpha / beta)	-10.30 / -10.30	eV

Atom charges from the Löwdin analysis, given in e for atoms 1 to 5: -0.78, 0.02, 0.18, 0.22, 0.09

=====

The following is a DFT calculation (the ωB97M-V functional and the def2-TZVPD basis) of C15H7BiN3O5 as an isolated structure in a non-equilibrium geometry.

XYZ file:
```
31
Properties=species:S:1:pos:R:3:forces:R:3
O -0.3782 2.5728 -2.3778 0.5 -3.4 3.1
C -0.2516 1.7331 -1.6033 -0.7 5.3 -4.8
Bi -0.0105 -0.1216 0.0561 0.7 -1.4 2.2
O -0.0231 2.3713 2.5619 -0.1 -2.8 -3.3
C -0.0522 1.6163 1.6996 0.0 4.9 5.2
C 0.0254 -1.6821 -1.6621 0.0 -5.3 -6.2
O 0.0170 -2.3678 -2.5842 0.0 2.9 3.8
C 2.3413 0.1594 -0.1311 7.0 0.7 -0.6
O 3.4734 0.2878 -0.2413 -4.2 -0.5 0.4
C -2.3357 -0.2513 0.2151 -7.9 -0.4 0.4
O -3.4824 -0.2817 0.2341 4.6 0.1 -0.1
N 0.2816 -9.3592 6.1662 0.1 3.0 -1.7
C 0.2975 -8.3254 5.6016 -0.1 -2.5 1.7
C 0.3078 -7.0239 4.9752 0.2 0.4 -0.4
C 0.1243 -6.9191 3.5884 -0.3 -0.4 -0.4
C 0.1339 -5.6856 2.9460 0.1 0.2 0.4
C 0.3622 -4.5624 3.7449 0.2 -0.8 0.5
C 0.5690 -4.6155 5.1228 -0.2 -0.2 -0.4
C 0.5326 -5.8600 5.7239 0.0 -0.2 0.7
N 0.4745 -3.2921 3.1462 0.4 2.3 -0.5
C 1.0500 -2.1358 3.7752 0.1 -2.0 1.2
C 0.9959 -1.1327 2.9154 -0.6 1.1 -1.8
N 0.3610 -1.6274 1.7447 0.3 0.9 -0.5
C 0.0862 -2.9289 1.9209 -0.6 -0.6 -0.3
H -0.0462 -7.8347 3.0148 0.1 0.4 0.2
H -0.0050 -5.5837 1.8561 0.1 -0.4 0.7
H 0.7381 -3.6921 5.6915 -0.2 -0.8 0.0
H 0.6693 -5.9292 6.8022 0.0 -0.1 -0.3
H 1.4682 -2.1746 4.7976 -0.3 0.0 -1.0
H 1.3150 -0.0714 2.9447 -0.1 -1.2 0.5
H -0.4224 -3.5775 1.1335 0.9 0.9 1.6
```
Positions in Å, forces in eV/Å.

## Properties
E_LUMO	-0.469	hartree
total charge	+3
E_HOMO	-16.75	eV

Atom charges from the Löwdin analysis, given in e for atoms 1 to 5: 0.23, -0.03, 1.49, 0.26, -0.05